Below is a single C9H20NO4P molecule at a distorted geometry, with properties calculated with the ωB97M-V functional and the def2-TZVPD basis.

ΔE to the lowest compared entry with this formula, charge and spin in kcal per mole: 0.0
Gap between HOMO and LUMO in eV: 9.838
Highest occupied orbital energy in eV: -9.37
E in eV: -28624.25163
LUMO energy in eV: 0.5

Last column: Mulliken charge in e.
Atoms and positions in Å:
C -0.22010 -0.33253 -0.63473  -0.637
C 3.86309 -2.45898 -1.14280  -1.395
C 0.65415 1.03844 2.74171  -0.619
C -1.86850 1.48612 -2.20355  -2.264
C -3.50599 0.75960 -0.45043  -1.713
C -1.68836 2.49466 0.11801  -1.413
C 2.57166 -2.84046 -0.38245  -0.186
C 1.53241 0.29066 1.78803  -0.296
C -2.05249 1.28936 -0.62302  1.553
N -1.24088 0.22793 -0.08839  0.901
O -1.62139 -0.15318 1.03719  -0.689
O -0.33669 -2.93143 0.80792  -0.789
O 1.55390 -1.87653 -0.66229  -0.335
O 1.07981 -1.13763 1.71350  -0.410
P 0.30749 -1.68609 0.46554  0.950
H -0.00998 -0.09718 -1.59958  0.487
H 3.79893 -2.34387 -2.23613  0.308
H 4.28164 -1.58764 -0.83488  0.399
H 4.50225 -3.29226 -1.02776  0.425
H -0.32460 1.16922 2.26150  -0.112
H 0.40832 0.64012 3.73008  0.320
H 1.21990 2.07914 2.88954  0.262
H -0.90483 1.62580 -2.51515  0.591
H -2.27999 0.81697 -2.88652  0.521
H -2.38291 2.33282 -2.52893  0.511
H -3.97609 0.84925 0.54013  0.339
H -3.52652 -0.28969 -0.70586  0.458
H -4.24801 1.06154 -1.15034  0.437
H -1.64554 2.38685 1.26168  0.278
H -0.74220 2.93378 -0.31743  0.326
H -2.36059 3.34142 -0.10695  0.414
H 2.82796 -2.97583 0.66483  0.319
H 2.21148 -3.76577 -0.80778  0.302
H 2.49728 0.24157 2.15360  0.473
H 1.62542 0.70384 0.73170  0.285

---

Below is C7H13NO2PRe as an isolated structure at a distorted geometry, with properties calculated with the ωB97M-V functional and the def2-TZVPD basis.

Expectation value of S²: 3.794
Multiplicity: 4
Gap between HOMO and LUMO (spin up / spin down) in eV: 5.933 / 6.055
Highest occupied orbital energy (spin up / spin down) in eV: -9.65 / -10.03
Charge: +1
E in eV: -24457.80257
LUMO energy (spin up / spin down) in eV: -3.7 / -4.0

Last column: Mulliken charge in e.
Atoms and positions in Å:
C 0.60796 0.18934 -3.24178  -0.402
C -0.54356 -0.65251 -3.40598  -0.434
C -0.28395 -1.86083 -2.63935  -0.414
C 1.15166 -1.99416 -2.59861  -0.560
C 1.65076 -0.65502 -2.61535  -0.357
Re 0.89916 1.52999 0.85580  0.233
P -0.11516 3.17217 -0.26920  -0.056
H 0.66218 1.26740 -3.43818  0.497
H -1.36625 -0.42309 -4.08726  0.430
H -1.03787 -2.62231 -2.37384  0.393
H 2.60203 -0.27490 -2.24801  0.462
H 1.76668 -2.86336 -2.36849  0.406
H -1.40849 3.57887 0.09807  0.095
H -0.26142 3.07147 -1.68836  0.056
H 0.54080 4.43442 -0.26761  0.093
N -1.18344 -1.44858 3.01544  -0.298
C -0.11003 -0.57148 3.61549  -0.534
C 0.09633 0.46762 2.55180  0.738
O 0.68880 1.60390 2.77817  -0.454
O -0.47621 0.20498 1.43338  -0.594
H -1.92522 -0.84364 2.63278  0.368
H -1.59488 -2.10909 3.67660  0.330
H -0.71015 -1.97842 2.27991  0.355
H -0.47216 -0.10469 4.52323  0.329
H 0.82243 -1.11808 3.78133  0.321

---

Below is C46H45CuNP2Si2 as an isolated structure, with properties calculated with the ωB97M-V functional and the def2-TZVPD basis.

Expectation value of S²: 0.754
Multiplicity: 2
Gap between HOMO and LUMO (spin up / spin down) in eV: 7.182 / 5.430
Highest occupied orbital energy (spin up / spin down) in eV: -6.63 / -6.60
E in eV: -128897.02869
LUMO energy (spin up / spin down) in eV: 0.6 / -1.2

Last column: Mulliken charge in e.
Atoms and positions in Å:
Cu 0.52616 0.32620 0.40778  -1.579
C 4.07876 0.30850 -0.66782  -1.255
Si 2.24416 -0.00470 -1.13842  2.674
C 2.09206 -1.80760 -1.75802  0.186
C 3.19916 -2.39840 -2.35722  -1.009
C 3.22676 -3.74710 -2.66182  -0.811
C 2.15006 -4.54730 -2.31902  -0.931
C 1.03526 -3.98150 -1.72892  -0.242
C 0.98626 -2.61640 -1.46322  -0.068
P -0.57204 -1.85610 -0.83652  1.102
C -1.76874 -3.08210 -1.54202  0.337
C -2.23534 -4.19870 -0.85032  0.047
C -3.14074 -5.06120 -1.44092  -0.897
C -3.59194 -4.83090 -2.72962  -0.625
C -3.13294 -3.72570 -3.42562  -0.679
C -2.23434 -2.85510 -2.83392  -0.428
C -0.68144 -2.42780 0.89508  0.644
C 0.34786 -3.02560 1.60598  -0.883
C 0.13666 -3.41950 2.91578  -0.955
C -1.09634 -3.22830 3.51518  -0.745
C -2.12734 -2.62980 2.81098  -0.970
C -1.91844 -2.22740 1.50728  -0.102
C 1.98696 1.37460 -2.45372  0.874
C 2.93366 1.65710 -3.43452  -0.902
C 2.85546 2.80850 -4.19762  -0.789
C 1.81696 3.70620 -3.99862  -0.912
C 0.84406 3.42970 -3.05802  -0.321
C 0.93596 2.27520 -2.28682  -0.851
P -0.36534 1.89830 -1.06962  1.844
C -0.48064 3.38900 -0.05012  0.876
C 0.56736 4.29620 0.07058  -0.774
C 0.45526 5.36060 0.94748  -0.806
C -0.68084 5.51150 1.72698  -0.751
C -1.71304 4.59230 1.63318  -0.959
C -1.61234 3.53310 0.75248  -0.803
C -1.79344 1.98660 -2.19732  0.548
C -1.83644 0.97030 -3.15292  -0.501
C -2.86744 0.91670 -4.06742  -0.760
C -3.87824 1.86600 -4.02562  -0.633
C -3.83884 2.87540 -3.07782  -0.719
C -2.80144 2.94360 -2.16532  -0.293
H 4.74286 0.21660 -1.52082  0.553
H 4.41016 -0.38390 0.09418  0.391
H 4.18776 1.31250 -0.27262  0.302
H 4.05636 -1.78850 -2.59502  0.323
H 4.09276 -4.17540 -3.14652  0.421
H 2.17456 -5.60970 -2.51722  0.417
H 0.19796 -4.61260 -1.46362  0.433
H -1.89404 -4.40040 0.15438  0.494
H -3.49024 -5.92250 -0.88902  0.424
H -4.29514 -5.51190 -3.18642  0.387
H -3.47784 -3.54300 -4.43342  0.441
H -1.88594 -1.98710 -3.37442  0.245
H 1.30446 -3.19060 1.13148  0.555
H 0.93466 -3.88000 3.47818  0.377
H -1.25764 -3.55170 4.53308  0.397
H -3.08504 -2.46790 3.28148  0.427
H -2.72254 -1.78310 0.93238  0.491
H 3.75006 0.97010 -3.59732  0.368
H 3.61286 3.01610 -4.94072  0.424
H 1.77046 4.61930 -4.57472  0.412
H 0.02316 4.11790 -2.89872  0.506
H 1.46336 4.17450 -0.52382  0.345
H 1.25816 6.07850 1.02408  0.443
H -0.76014 6.34160 2.41228  0.411
H -2.59414 4.69240 2.24888  0.444
H -2.40614 2.80330 0.68918  0.819
H -1.04194 0.23260 -3.16322  0.408
H -2.89194 0.13680 -4.81482  0.471
H -4.69274 1.82160 -4.73192  0.386
H -4.62084 3.62080 -3.04742  0.432
H -2.77084 3.74470 -1.44102  0.474
C 3.19736 -1.36920 2.31478  -0.117
Si 2.25786 0.09050 3.11968  0.114
C 2.36906 -0.31260 4.98638  -1.548
C 3.24006 1.71680 2.82848  -0.949
N 0.72326 0.24220 2.34238  1.404
C -0.47654 0.56260 2.90538  1.499
C -0.65584 0.84200 4.26998  -0.770
C -1.89804 1.12230 4.79388  -0.826
C -3.02244 1.16600 3.98648  -1.060
C -2.87194 0.93360 2.63198  -0.764
C -1.63334 0.63450 2.10978  0.065
H 4.26666 -1.18860 2.33648  0.609
H 2.89946 -1.51750 1.28338  -0.746
H 3.01986 -2.29610 2.84858  0.329
H 3.34456 -0.72810 5.22318  0.425
H 1.62246 -1.04580 5.27578  0.385
H 2.23596 0.56530 5.60918  0.408
H 4.31356 1.55370 2.82028  0.360
H 3.02206 2.44630 3.60208  0.326
H 2.96546 2.16510 1.87728  0.028
H 0.20266 0.84270 4.91628  0.324
H -1.99524 1.31550 5.85408  0.384
H -3.99454 1.38430 4.40108  0.410
H -3.73054 0.98490 1.97368  0.438
H -1.54524 0.44430 1.04308  -0.332